(1)
197
Properties=species:S:1:pos:R:3:lowdin_charge:R:1 method="wB97M-V/def2-TZVPD" spin_multiplicity=1 homo_energy_ha=-0.3320 gap_ev=9.30
O -4.255 -5.042 1.832 0.019
O -0.487 2.926 4.134 -0.019
O -4.232 -4.459 3.842 0.029
O -1.958 -2.826 -5.911 -0.191
O -1.517 -0.355 -0.140 -0.176
O -1.905 -2.436 6.813 0.105
O 0.900 -3.400 -4.383 -0.196
O 4.767 4.199 -3.200 -0.010
O 6.894 -4.213 -0.117 0.124
O -6.252 -1.065 -1.722 0.016
O 9.648 1.790 0.181 -0.037
O -1.200 -0.377 6.081 0.013
O 8.053 -2.348 -0.425 0.012
O 4.145 -2.891 1.069 0.067
O -7.592 0.237 2.038 0.106
O -5.111 -2.999 -1.930 0.136
O -0.830 1.879 -5.238 0.021
O 4.813 4.416 -5.378 0.022
O -5.713 -0.756 1.119 -0.024
O 7.831 1.597 1.138 0.037
O 6.576 5.265 -4.222 0.093
O 2.752 -2.436 2.894 0.004
O 0.571 1.012 -3.752 -0.030
O 4.834 -3.260 3.285 -0.065
O 9.568 0.712 2.284 0.095
O -2.637 -3.625 2.556 0.098
O 0.451 3.307 -4.086 0.133
O 1.231 -0.035 0.015 -0.212
O -4.474 3.070 -3.426 0.078
O -6.184 1.299 0.647 0.029
O -4.170 5.281 -4.124 -0.002
O -0.316 -1.078 7.849 -0.021
O -2.891 4.527 -2.577 0.043
O 6.091 -2.531 -1.534 -0.034
O -0.907 3.110 1.880 -0.022
O -4.073 -0.968 -2.190 -0.022
O -2.301 4.120 3.436 0.111
C -5.149 -1.810 -1.975 -0.531
C -2.305 -1.045 0.822 -0.079
C 7.010 -3.123 -0.622 -0.537
C 0.344 2.486 1.589 -0.049
C -2.889 2.992 -0.694 -0.062
C 1.069 -3.388 -5.761 -0.156
C -3.950 4.202 -3.348 -0.490
C 1.324 -1.439 4.463 -0.042
C 3.859 -2.942 2.307 -0.422
C 0.089 2.179 -4.317 -0.555
C -1.745 -3.311 -4.609 -0.183
C 1.669 1.047 -2.873 -0.048
C -1.230 -1.403 6.885 -0.562
C -3.362 0.359 5.400 -0.042
C -3.640 -4.312 2.721 -0.662
C 6.759 1.208 2.053 -0.149
C -2.118 3.536 -1.904 -0.174
C -1.289 3.475 3.174 -0.475
C -1.497 2.904 -5.913 -0.214
C 2.481 0.016 0.653 -0.123
C -5.923 -1.971 1.815 -0.030
C -0.740 3.194 5.477 -0.241
C -6.616 0.250 1.295 -0.585
C -0.383 -2.818 -3.936 -0.113
C -2.051 -0.173 4.923 -0.185
C 5.083 -3.321 -2.217 -0.196
C 2.625 -2.221 4.300 -0.194
C 4.022 -2.353 -2.752 -0.061
C -2.661 -1.591 -5.936 -0.085
C 8.345 -1.192 -1.198 -0.024
C 6.215 -0.152 1.672 -0.038
C -0.605 -1.230 -0.722 -0.215
C 0.093 -2.072 8.783 -0.054
C -3.891 -5.062 0.491 -0.045
C 5.351 4.231 -1.919 -0.235
C 11.036 1.908 0.062 -0.077
C 9.026 1.213 1.274 -0.587
C 5.316 4.596 -6.645 -0.062
C -7.540 -1.612 -1.355 -0.201
C -4.749 5.211 -5.362 -0.079
C 5.459 4.739 -4.299 -0.510
C -2.857 2.364 -6.340 -0.044
C 5.564 2.815 -1.464 -0.050
C -0.066 4.497 5.890 -0.050
C -3.615 -4.126 5.063 -0.169
C -6.432 3.325 2.108 -0.048
C -4.078 0.404 -2.190 -0.087
C -4.531 -4.935 6.079 -0.032
C -6.815 2.574 0.809 -0.174
C 6.031 -3.871 2.888 -0.053
C 0.736 -1.380 0.043 -0.148
C -8.436 -2.003 -2.514 -0.076
H -5.513 4.433 -5.363 0.104
H -1.809 3.137 5.684 0.115
H 6.972 -0.932 1.741 0.079
H 2.488 1.565 -3.372 0.100
H 2.371 -0.056 1.735 0.075
H 6.539 -4.440 3.667 0.102
H -2.931 -5.552 0.330 0.105
H 1.117 3.254 1.626 0.096
H 3.481 -1.699 4.727 0.126
H -0.521 -0.682 -1.661 0.120
H -7.917 -2.686 -3.186 0.081
H 1.125 -1.249 5.518 0.071
H -3.502 -3.048 5.177 0.091
H 0.466 -2.947 8.251 0.092
H 5.865 2.810 -0.416 0.061
H -3.859 -0.362 6.050 0.084
H -8.175 -1.069 -0.655 0.127
H 7.089 1.317 3.086 0.128
H -1.641 3.766 -5.261 0.118
H -3.357 3.142 -6.918 0.064
H 5.829 -0.112 0.653 0.078
H -0.319 2.366 6.048 0.122
H 7.550 -0.473 -1.001 0.078
H 11.530 2.431 0.881 0.096
H 0.934 -1.679 9.353 0.093
H -3.858 2.585 -0.980 0.041
H 2.575 -3.169 4.836 0.127
H -3.815 -4.036 0.133 0.068
H 8.289 -1.429 -2.260 0.105
H 0.207 -3.566 -6.405 0.076
H -0.642 -2.459 9.488 0.094
H -6.478 3.122 -0.071 0.120
H 1.411 -2.434 -6.163 0.083
H -2.827 1.526 -7.037 0.072
H -0.262 4.821 6.912 0.081
H 5.827 -4.489 2.014 0.082
H -0.830 3.222 -6.715 0.134
H -8.799 -1.120 -3.040 0.075
H -3.661 -1.855 -5.592 0.088
H -5.200 6.180 -5.577 0.098
H -5.615 -2.754 1.121 0.084
H 3.424 -2.823 -3.532 0.067
H 6.021 5.427 -6.657 0.097
H -7.439 -2.606 -0.920 0.115
H 0.745 1.751 2.287 0.079
H -4.357 0.667 -1.170 0.077
H 6.385 2.379 -2.034 0.087
H 4.508 -1.575 -3.341 0.077
H -5.361 3.470 2.252 0.065
H -6.678 2.772 3.015 0.072
H -4.536 -6.008 5.887 0.070
H -5.600 -4.722 6.109 0.071
H 1.368 1.675 -2.035 0.088
H 4.716 2.130 -1.459 0.071
H 4.480 4.623 -1.394 0.121
H 6.037 2.016 1.931 0.116
H -7.902 2.497 0.781 0.121
H 0.481 -1.948 3.996 0.086
H -6.942 -2.218 2.112 0.107
H -5.276 -2.040 2.690 0.095
H -0.224 -1.761 -4.150 0.107
H 1.820 -4.103 -6.096 0.085
H -2.233 -0.837 -5.276 0.077
H -1.273 4.045 -1.441 0.128
H -0.906 -2.259 -0.918 0.116
H 6.128 4.992 -1.850 0.128
H -2.498 -3.310 -3.820 0.117
H 5.960 3.785 -6.985 0.098
H 1.358 -2.163 -0.390 0.124
H 3.272 -0.643 0.295 0.073
H -2.837 -0.271 1.376 0.088
H -4.676 -5.522 -0.110 0.103
H -4.011 5.101 -6.155 0.084
H 0.528 -1.760 1.044 0.115
H -1.654 -1.526 1.552 0.071
H -1.683 2.711 -2.468 0.108
H -6.880 4.318 2.149 0.079
H 11.253 2.463 -0.851 0.093
H 5.520 -3.802 -3.092 0.122
H -3.469 2.129 -5.469 0.071
H -4.166 -4.844 7.102 0.066
H -4.959 0.773 -2.716 0.094
H 11.567 0.965 -0.065 0.091
H 3.353 -1.901 -2.020 0.054
H 4.523 -4.044 -1.623 0.120
H 6.635 -3.042 2.518 0.080
H -0.330 5.314 5.218 0.077
H -1.576 -4.376 -4.765 0.124
H 2.813 1.042 0.493 0.084
H 4.503 4.650 -7.369 0.101
H -9.394 -2.486 -2.326 0.081
H 1.956 0.095 -2.426 0.082
H -3.141 1.246 5.995 0.075
H -4.104 0.649 4.656 0.086
H 9.201 -0.575 -0.924 0.089
H 1.307 -0.448 4.009 0.072
H -2.569 -4.426 4.996 0.122
H 0.373 2.057 0.588 0.081
H -3.087 -1.656 0.370 0.079
H -2.413 2.150 -0.191 0.069
H -3.145 0.853 -2.528 0.097
H 5.349 -0.416 2.280 0.080
H -2.751 -1.102 -6.906 0.081
H -0.344 -3.017 -2.865 0.099
H -3.127 3.733 0.070 0.084
H 1.014 4.484 5.745 0.077
H -2.115 -1.095 4.346 0.113
H -1.542 0.471 4.206 0.116

***

(2)
193
Properties=species:S:1:pos:R:3:lowdin_charge:R:1 method="wB97M-V/def2-TZVPD" charge=-2 spin_multiplicity=1 homo_energy_ha=-0.0233 gap_ev=3.42
Ca -1.424 0.655 -2.211 1.460
Ca 2.127 0.044 1.768 1.323
Ca 1.883 -1.236 -1.599 1.355
P 3.670 -2.015 0.495 -0.025
P 0.570 1.101 -0.339 -0.014
O 5.619 -0.018 4.268 0.000
O 0.697 -0.415 0.072 -0.603
O -2.560 -1.115 -1.161 -0.222
O 7.070 -0.095 1.561 -0.103
O -3.554 1.316 -2.676 -0.267
O 5.202 -2.312 0.501 -0.413
O 1.676 1.749 0.550 -0.465
O -3.627 3.880 3.090 -0.149
O 0.088 -1.767 -2.929 -0.101
O 0.316 -6.287 2.755 -0.142
O 2.698 -2.921 -0.325 -0.516
O -1.110 2.563 -3.336 -0.276
O 4.031 0.677 3.131 -0.153
O 3.396 -0.594 -0.048 -0.598
O -0.888 1.534 -0.296 -0.464
O -1.399 -0.759 -4.095 -0.108
O 0.800 0.768 -1.816 -0.561
O -0.528 -2.514 -5.006 0.120
O 5.144 5.064 -1.082 -0.145
O 5.093 2.198 4.443 0.077
O -2.070 -6.055 -3.278 -0.130
O 3.325 -1.718 2.015 -0.539
N -6.694 0.362 2.129 -0.167
N 0.774 -0.015 3.741 -0.272
N 3.427 -1.203 -3.346 -0.261
C 0.470 -0.430 6.311 -0.076
C -3.284 -2.499 0.580 -0.135
C -4.304 4.800 2.288 -0.280
C -4.139 1.655 -3.944 -0.144
C 1.373 -5.709 1.957 -0.186
C -4.188 1.983 -1.620 -0.196
C 2.557 -6.624 2.101 -0.166
C 1.260 2.456 4.149 -0.049
C -0.924 4.388 -4.704 -0.174
C 2.936 -0.875 -4.681 -0.254
C 4.918 0.958 4.004 -0.846
C 3.939 -2.630 -3.329 -0.223
C -7.574 1.006 3.098 -0.290
C -0.292 -0.987 3.391 -0.272
C 3.962 4.623 -0.411 -0.202
C -4.460 3.110 -3.720 -0.153
C -3.501 -2.007 -1.801 -0.175
C 0.885 -6.972 3.816 -0.233
C 7.214 1.881 0.369 -0.217
C 3.659 5.221 -2.670 -0.187
C 2.398 -6.825 3.568 -0.201
C -4.816 3.228 -2.252 -0.149
C 4.019 -0.786 -5.739 -0.097
C -8.352 -1.445 1.724 -0.116
C -2.177 -1.535 0.152 -0.178
C -5.299 0.813 2.163 -0.266
C 2.845 -3.675 -3.662 -0.075
C 7.810 1.954 1.707 -0.187
C -0.403 2.981 -4.560 -0.105
C 4.164 1.137 -2.493 -0.079
C 6.582 0.544 0.389 -0.207
C -2.007 5.240 2.263 -0.134
C 5.071 4.758 -2.478 -0.197
C -1.259 4.903 -3.336 -0.171
C 4.533 -0.328 -2.731 -0.205
C -4.441 0.191 3.206 -0.077
C 0.211 1.343 3.798 -0.250
C 1.370 -0.430 5.031 -0.206
C -0.995 -6.677 -1.249 -0.170
C 0.170 -2.349 2.983 -0.074
C -3.696 -3.009 -0.757 -0.205
C -1.155 3.703 -2.497 -0.239
C -2.256 -6.872 -2.099 -0.167
C -7.508 2.495 3.000 -0.108
C -0.568 -1.669 -3.985 -0.825
C -0.196 -5.693 -2.083 -0.160
C 8.187 0.518 2.107 -0.198
C 2.977 4.525 -1.510 -0.189
C -3.330 5.476 1.477 -0.179
C -6.882 -1.135 1.988 -0.215
C -0.744 -5.916 -3.491 -0.275
C -2.233 3.815 2.750 -0.170
H -1.973 3.095 1.974 0.115
H -4.671 -3.478 -0.626 0.117
H 2.345 -7.465 1.441 0.109
H -1.859 4.403 -5.263 0.102
H -3.567 6.536 1.559 0.111
H 5.777 5.312 -3.097 0.117
H 9.163 0.213 1.729 0.099
H -8.416 -2.247 0.989 0.063
H -4.493 -1.613 -2.024 0.117
H 7.090 2.457 2.353 0.110
H -0.243 5.003 -5.292 0.115
H -0.689 -2.883 2.578 0.070
H 4.332 -2.801 -2.327 0.098
H 0.806 -2.320 2.098 0.056
H -8.825 -0.715 1.067 0.070
H 7.966 2.001 -0.411 0.101
H -5.049 1.083 -4.122 0.124
H -4.786 5.471 2.999 0.126
H 2.066 -3.586 -2.904 0.040
H -0.483 -5.057 -4.109 0.111
H -3.097 -3.848 -1.112 0.111
H 4.838 1.471 -1.705 0.071
H 8.243 0.377 3.186 0.113
H -1.906 5.899 3.126 0.113
H 3.056 3.453 -1.690 0.095
H 5.509 0.734 0.394 0.108
H 4.686 -1.648 -5.755 0.067
H -6.673 2.873 3.589 0.072
H -2.906 -3.299 1.216 0.122
H -5.889 3.277 -2.066 0.109
H -6.475 -1.818 2.734 0.105
H -5.147 1.892 2.134 0.089
H 0.170 0.577 6.600 0.056
H -8.416 2.782 3.531 0.068
H 0.665 -8.031 3.674 0.107
H -0.584 2.291 -5.384 0.131
H 8.662 2.634 1.678 0.093
H 4.635 0.113 -5.703 0.062
H -6.348 -1.229 1.042 0.102
H -4.611 -0.870 3.391 0.063
H 2.448 0.098 -4.626 0.114
H 2.000 4.981 -1.350 0.111
H 5.244 3.691 -2.617 0.099
H 2.143 0.319 5.206 0.103
H 1.219 -0.796 7.013 0.066
H -2.241 5.363 -3.226 0.108
H -0.386 -1.090 6.451 0.055
H -3.575 1.386 -4.837 0.133
H -3.364 0.333 3.118 0.074
H 3.124 1.235 -2.183 0.048
H -5.257 3.339 -4.427 0.115
H 0.682 -2.850 3.805 0.084
H -1.140 5.401 1.623 0.113
H -0.249 -6.753 -3.982 0.116
H -4.879 0.661 1.169 0.096
H 0.638 -6.619 4.818 0.111
H -8.620 0.811 2.862 0.099
H 5.235 -0.257 -3.561 0.093
H -5.007 4.233 1.677 0.108
H 3.224 -4.697 -3.630 0.074
H 4.381 2.637 3.972 0.081
H -0.764 -0.421 2.588 0.084
H 4.033 3.741 0.226 0.125
H -0.635 1.320 4.485 0.102
H -5.019 1.411 -1.207 0.120
H 2.888 -7.744 3.890 0.102
H -7.331 0.736 4.126 0.116
H -3.643 3.802 -3.928 0.086
H -3.641 2.353 -0.752 0.121
H 3.601 -6.341 1.968 0.131
H 6.909 -0.025 -0.480 0.116
H 2.337 -3.576 -4.621 0.056
H 0.797 3.317 3.668 0.057
H -7.587 2.838 1.968 0.084
H 0.673 3.035 -4.396 0.129
H 4.381 1.689 -3.408 0.062
H -9.029 -1.628 2.557 0.068
H -0.399 -7.545 -0.968 0.109
H 2.071 2.274 3.444 0.044
H -2.064 -0.795 0.944 0.104
H -1.227 -2.106 -5.524 0.109
H -1.951 3.739 -1.753 0.113
H 0.862 -5.945 -2.006 0.120
H 3.670 6.298 -2.503 0.112
H -1.109 -6.128 -0.315 0.098
H 3.625 -0.692 -6.751 0.062
H -3.231 -6.727 -1.635 0.114
H 2.192 -1.592 -5.030 0.092
H -1.066 -1.128 4.145 0.105
H 3.555 5.430 0.199 0.113
H 1.630 2.585 5.166 0.078
H -3.321 5.136 0.441 0.103
H 0.967 -5.534 0.961 0.112
H 5.009 -0.743 -1.842 0.094
H -1.693 3.696 3.689 0.114
H 2.933 -6.006 4.047 0.122
H -1.231 -2.072 0.216 0.119
H 3.204 4.994 -3.634 0.103
H -0.308 3.738 -1.812 0.120
H 6.491 2.640 0.070 0.096
H -0.452 -4.659 -1.851 0.114
H -4.495 4.165 -1.797 0.098
H -0.475 5.594 -3.028 0.118
H -3.202 -2.466 -2.744 0.126
H 1.679 -4.743 2.358 0.113
H -4.068 -1.899 1.042 0.086
H -2.163 -7.913 -2.406 0.104
H 4.834 -2.784 -3.932 0.100
H -4.743 0.600 4.170 0.075
H -0.206 1.468 2.799 0.091
H 1.909 -1.358 4.843 0.123